--- a ---
5
Properties=species:S:1:pos:R:3:nbo_charge:R:1 method="wB97M-V/def2-TZVPD" charge=0 smiles=C#CS e_lumo_ev=0.726 homo_lumo_gap_ev=10.017
H 1.424 -1.281 0.057 0.132
H -2.119 0.564 0.169 0.235
C -1.123 0.594 -0.162 -0.254
C 0.039 0.198 -0.055 -0.220
S 1.779 -0.075 -0.010 0.107



--- b ---
5
Properties=species:S:1:pos:R:3:nbo_charge:R:1 method="wB97M-V/def2-TZVPD" charge=0 smiles=C#CS e_lumo_ev=-0.402 homo_lumo_gap_ev=9.538
C -0.449 -0.918 0.753 -0.310
H -0.340 2.040 -1.107 0.161
C -0.049 0.173 0.650 -0.060
S 0.398 2.180 0.073 -0.008
H -0.536 -1.889 0.597 0.217



Short version: b is the least stable of them.



--- a ---
9
Properties=species:S:1:pos:R:3:nbo_charge:R:1 method="wB97M-V/def2-TZVPD" charge=0 e_lumo_ev="-0.641 / 0.217" homo_lumo_gap_ev="7.357 / 9.095"
N 0.432 -0.655 0.120 -0.223
N -1.374 0.465 -0.473 -0.477
H -0.137 -0.540 -1.743 0.202
H -0.249 -1.408 0.493 0.375
H 0.701 0.907 -1.022 0.208
H 0.943 -0.596 1.936 0.322
Cl -1.341 1.764 0.615 0.093
N 1.103 -0.159 1.076 -0.383
C -0.079 0.222 -1.000 -0.115



--- b ---
9
Properties=species:S:1:pos:R:3:nbo_charge:R:1 method="wB97M-V/def2-TZVPD" charge=0 e_lumo_ev=0.689 homo_lumo_gap_ev=10.472
H 1.143 -1.592 -0.649 0.163
N -2.324 1.458 -0.057 -0.271
H -1.313 1.558 -0.211 0.355
N -2.848 0.415 0.080 -0.022
H 1.738 0.981 0.512 0.337
H 2.590 -1.197 0.428 0.148
N 1.212 0.312 -0.048 -0.623
Cl -1.879 -1.088 0.020 -0.065
C 1.680 -0.846 -0.076 -0.022



Short version: a is the least stable of them.